6
Properties=species:S:1:pos:R:3:forces:R:3 method="wB97M-V/def2-TZVPD" relative_energy_kj_mol=414.1 total_charge=0 spin_multiplicity=1 largest_force_ev_per_a=6.9
C -0.197936 0.694508 0.132819 -4.8 4.8 -1.1
C -3.263197 -0.868619 -0.035110 3.4 -1.0 0.1
O -0.364483 1.841672 -0.056636 1.3 -1.3 0.3
O -2.048274 -0.750125 0.042873 -2.3 -0.7 -0.2
Cl -4.360806 0.401086 0.004324 -1.0 1.4 0.0
H 0.332543 -0.115744 0.331032 3.3 -3.2 0.9

79
Properties=species:S:1:pos:R:3:forces:R:3 method="wB97M-V/def2-TZVPD" energy_ev=-379751.6718 total_charge=+1 spin_multiplicity=1 largest_force_ev_per_a=3.0
C 0.349567 -2.622461 -0.982752 -1.0 -0.7 -0.1
C -0.680202 -3.584795 -0.812343 -1.2 0.5 -0.7
P -2.283540 -2.932690 -0.569003 2.2 -0.9 -1.8
F -3.425382 -3.932666 -0.956380 0.1 0.6 0.5
H 0.944222 -2.357270 -0.107164 1.3 -0.9 -0.7
H 0.485114 -2.177946 -1.966798 -0.2 1.0 0.6
H -0.490374 -4.655282 -0.815811 0.2 0.1 1.9
H -2.340217 -1.749790 -1.332893 -0.6 -0.2 0.4
H -2.409562 -2.627052 0.797231 -0.6 -0.2 -0.2
C -0.323433 0.751012 0.710438 0.1 0.3 0.4
Cl -0.444999 -0.342702 2.088188 -0.1 -0.1 -0.1
Cl -0.465734 -0.133024 -0.822299 0.0 0.5 0.1
H -1.121481 1.481243 0.767917 0.0 -0.1 -0.1
H 0.638225 1.251680 0.737154 0.0 -0.1 -0.1
C 0.437749 3.457480 3.722516 0.1 0.0 0.1
Cl -1.107062 3.184806 2.902251 -0.1 0.1 0.0
Cl 1.758834 2.549366 2.971063 0.0 0.2 -0.1
H 0.670467 4.514433 3.677213 0.0 0.0 -0.1
H 0.343732 3.143318 4.756089 0.0 -0.1 -0.1
C 3.176423 -0.153046 5.690182 0.1 0.0 0.1
Cl 1.678962 -0.293848 4.757643 0.0 -0.1 0.0
Cl 3.025055 -0.904975 7.280242 0.1 0.0 0.0
H 3.973698 -0.644301 5.144760 -0.1 -0.1 0.0
H 3.407681 0.898304 5.820019 -0.1 0.0 0.0
C -0.017730 3.211541 -3.208667 0.0 0.1 -0.2
Cl 0.802808 3.444300 -1.659314 0.3 -0.4 -0.1
Cl -1.449396 2.187168 -3.020672 -0.2 0.1 -0.2
H -0.326762 4.180296 -3.589365 -0.1 0.0 0.2
H 0.670940 2.734674 -3.905770 -0.4 0.1 0.5
C 1.171317 7.714551 4.653534 0.1 0.2 0.1
Cl 2.178470 6.437550 5.349775 0.0 0.0 0.0
Cl -0.206117 7.036575 3.773418 -0.1 0.1 -0.1
H 0.797699 8.346328 5.454623 0.1 -0.3 -0.1
H 1.772252 8.296798 3.963873 0.0 -0.1 -0.1
C -0.385063 9.727139 8.529442 0.0 0.0 0.2
Cl -0.308801 9.920339 6.770541 -0.3 0.2 0.1
Cl 1.224835 9.553757 9.231141 0.0 0.0 0.0
H -0.861482 10.602777 8.954449 0.1 0.1 -0.1
H -0.964359 8.840115 8.757367 0.1 0.0 -0.1
C 3.988429 2.242707 -4.065236 0.1 0.0 0.1
Cl 2.504552 2.168983 -5.031597 0.5 -0.1 -0.4
Cl 3.792882 1.431574 -2.507670 0.1 0.0 0.0
H 4.783702 1.753587 -4.615175 -0.1 -0.1 0.0
H 4.240295 3.282384 -3.891192 -0.1 0.0 0.1
C 2.152094 5.937576 0.995719 0.0 -0.1 0.0
Cl 2.294799 7.691343 1.139598 -0.1 0.0 0.0
Cl 3.693352 5.131841 1.311673 0.0 0.0 0.0
H 1.416605 5.588758 1.713119 0.0 0.1 0.1
H 1.833109 5.693332 -0.012092 0.1 0.1 0.0
C 3.222208 -5.341790 -0.417646 0.1 -0.1 0.1
Cl 2.032439 -5.024099 0.854032 0.0 -0.1 0.0
Cl 3.105120 -4.152411 -1.722590 0.0 0.0 -0.1
H 4.215343 -5.290784 0.013203 0.0 0.1 0.0
H 3.045119 -6.329351 -0.827399 -0.1 0.0 0.0
C -1.146673 -5.266284 3.781700 0.0 -0.2 0.1
Cl 0.333408 -6.160509 4.116810 -0.1 0.0 0.0
Cl -0.812435 -3.790640 2.852511 -0.1 0.1 0.0
H -1.816140 -5.896272 3.207490 0.1 0.0 -0.1
H -1.610954 -4.987456 4.720473 0.1 0.1 0.0
C -3.594984 -6.620071 -3.409967 0.0 0.1 -0.1
Cl -2.497754 -7.795614 -2.670669 0.1 0.1 0.1
Cl -4.902327 -7.417608 -4.289666 0.0 0.1 0.0
H -4.023546 -6.003486 -2.628601 -0.1 -0.1 0.0
H -3.030500 -6.004285 -4.102580 0.0 -0.1 0.0
C -0.690540 -7.317123 -5.770250 0.1 -0.1 0.0
Cl 0.317822 -7.859875 -7.109298 0.1 0.1 0.1
Cl -0.593733 -5.556833 -5.558368 -0.1 0.1 0.1
H -1.718465 -7.589805 -5.972531 0.0 0.1 -0.1
H -0.353585 -7.798071 -4.859657 0.1 0.1 0.0
C -2.275278 6.245937 -1.534718 -0.1 0.0 0.1
Cl -2.171558 6.431732 -3.289452 -0.1 0.0 0.0
Cl -0.671817 6.095636 -0.803712 -0.3 0.4 0.1
H -2.769990 7.115990 -1.119007 0.1 0.1 -0.1
H -2.845440 5.351186 -1.311480 0.1 -0.1 -0.1
C -3.889678 -8.733320 -8.080981 -0.1 0.1 0.0
Cl -2.518289 -9.614974 -7.391562 -0.2 -0.1 0.0
Cl -4.716277 -9.682694 -9.317347 0.0 0.1 0.0
H -4.591742 -8.504756 -7.286916 0.0 -0.1 0.0
H -3.523870 -7.816461 -8.530341 0.1 -0.1 -0.1

7
Properties=species:S:1:pos:R:3:forces:R:3 method="wB97M-V/def2-TZVPD" relative_energy_kj_mol=424.5 total_charge=0 spin_multiplicity=1 largest_force_ev_per_a=6.0
C -0.731468 -1.069501 -0.501480 -0.7 -0.5 -0.2
C -1.621232 -1.076819 -1.409635 -0.2 -0.2 -0.2
C 0.661486 0.911886 0.041724 -1.3 -1.2 1.7
C 0.116345 -0.694993 0.411926 1.9 3.3 -4.7
O -0.092696 1.410119 0.829170 0.3 1.6 0.1
H 0.391697 -1.109064 1.295033 0.7 -0.8 2.7
H 1.275867 1.628373 -0.666738 -0.6 -2.2 0.7

16
Properties=species:S:1:pos:R:3:forces:R:3 method="wB97M-V/def2-TZVPD" relative_energy_kj_mol=26.0 total_charge=-1 spin_multiplicity=1 largest_force_ev_per_a=1.2
N 2.070397 0.661296 0.735512 -0.9 -0.1 0.5
C 1.254879 0.064090 -0.350195 0.5 -0.5 -0.7
O -0.111778 -0.076874 -0.220532 0.4 0.7 0.6
H 1.912647 0.029991 1.522620 0.2 0.2 0.1
H 1.631565 1.534629 1.023623 0.0 0.0 -0.1
H 1.712596 -0.943429 -0.410391 0.1 0.2 -0.5
H 1.497837 0.671580 -1.241649 0.0 -0.3 0.0
H -0.705526 -0.939660 2.650525 -0.2 0.1 0.2
H -0.128121 -0.585198 1.196730 -0.4 -1.1 0.3
O -0.092692 -1.268266 1.996177 0.3 0.5 -0.3
H -1.400347 -1.274188 -0.714324 0.5 0.3 -0.4
H -1.992605 -1.945739 -2.022171 0.5 0.0 -0.1
O -2.209408 -1.544769 -1.186120 -1.0 -0.2 0.4
H -0.789209 1.156909 -1.064137 -0.2 0.6 0.0
H -1.510294 2.392938 -0.546241 -0.1 0.1 0.0
O -1.139940 2.066688 -1.369426 0.2 -0.6 0.1